[1]
150
Properties=species:S:1:pos:R:3:forces:R:3:lowdin_charge:R:1 method="wB97M-V/def2-TZVPD" gap_ev=8.6590 homo_energy_ev=-8.1 smiles=CC1(C)CCCC(C)(C)N1O.CC1(C)CCCC(C)(C)N1O.CC1(C)CCCC(C)(C)N1O.CC1(C)CCCC(C)(C)N1O.CC1(C)CCCC(C)(C)N1O energy_ha=-2421.2387 e_above_lowest_kcal_mol=67.4
C -11.125082 -20.685413 24.051715 0.33 -2.31 -0.12 -0.019
C -9.728632 -20.027403 23.931247 -2.10 1.96 0.39 -0.493
C -9.990986 -18.495708 24.038258 -0.14 0.31 0.16 -0.044
C -8.875966 -20.291363 25.163238 0.08 -0.19 0.45 -0.156
C -8.190111 -21.652053 25.229224 -0.12 1.22 -0.58 -0.173
C -7.461987 -21.832656 23.897330 -0.01 0.73 1.04 -0.150
C -8.289510 -21.548780 22.622818 0.20 -1.46 0.85 -0.475
C -7.257113 -21.456400 21.507399 -0.15 -0.48 -0.65 -0.044
C -9.193031 -22.836388 22.488826 0.50 1.46 -1.00 -0.010
N -9.059939 -20.299980 22.677348 2.33 -0.37 1.24 -0.100
O -9.834122 -20.129479 21.521245 -0.27 0.18 0.22 -0.013
H -11.036070 -21.640404 24.593422 0.05 0.43 0.76 0.073
H -11.915522 -20.091573 24.499797 0.12 0.16 -0.02 0.081
H -11.474474 -21.180582 23.139488 -0.06 1.06 -0.50 0.075
H -9.070968 -17.907088 24.042472 0.12 -0.12 -0.68 0.067
H -10.721909 -18.150666 23.304005 0.25 0.03 -0.21 0.067
H -10.409519 -18.200659 25.007423 -0.27 -0.55 0.04 0.083
H -8.125900 -19.499701 25.273700 0.32 -0.19 -0.52 0.118
H -9.485082 -20.073489 26.045993 -0.34 -0.41 -0.12 0.125
H -7.444727 -21.509706 26.012833 -0.06 -0.81 0.20 0.112
H -8.863742 -22.489153 25.409027 -0.06 0.13 0.34 0.103
H -7.120442 -22.869368 23.929364 0.34 0.12 -0.73 0.123
H -6.611011 -21.145128 23.949013 0.13 -0.19 -0.24 0.116
H -7.656213 -20.951348 20.627546 -0.07 -0.15 -0.02 0.061
H -6.946355 -22.466697 21.225375 -0.10 0.03 -0.16 0.090
H -6.326483 -20.959940 21.784474 -0.25 0.32 0.33 0.073
H -9.917006 -22.514131 21.737155 -0.31 -0.83 -0.01 0.077
H -9.660205 -23.149678 23.416893 -0.17 0.24 0.06 0.067
H -8.552569 -23.644925 22.142628 -0.23 -0.12 -0.20 0.077
H -9.627504 -19.211806 21.286160 -0.30 -0.12 -0.20 0.073
C -10.254910 -17.911082 18.117933 -0.91 0.73 0.02 -0.002
C -10.356191 -16.466525 18.653409 -0.73 -0.12 0.36 -0.478
C -8.998771 -15.857942 18.995581 1.02 0.23 0.82 -0.032
C -11.063934 -15.487786 17.686505 0.65 -0.25 0.27 -0.132
C -12.562134 -15.635137 17.500784 0.46 -0.94 -0.77 -0.187
C -13.324651 -15.606939 18.807950 1.29 -0.15 -0.60 -0.131
C -12.641919 -16.526165 19.873399 -0.65 -0.04 -1.47 -0.492
C -13.302866 -16.015919 21.137063 1.68 0.41 1.68 -0.050
C -13.055432 -17.975793 19.600438 -1.95 -0.45 1.18 -0.034
N -11.168617 -16.401010 19.896652 -0.65 1.12 0.41 -0.064
O -10.741324 -17.290733 20.951386 0.45 0.61 -0.56 -0.050
H -9.583603 -17.975892 17.263179 0.47 -0.18 0.36 0.074
H -10.066688 -18.549119 18.979995 0.63 -0.31 -0.36 0.075
H -11.218216 -18.242542 17.723314 -0.07 0.12 0.07 0.071
H -8.442130 -16.380090 19.777132 -0.60 -0.33 0.24 0.048
H -8.199825 -15.776881 18.250964 -0.68 -0.13 -0.75 0.086
H -9.122857 -14.842209 19.378694 -0.22 0.01 -0.05 0.086
H -10.852443 -14.478560 18.048700 0.07 0.03 -0.08 0.120
H -10.542293 -15.638344 16.737889 -0.11 0.31 -0.14 0.127
H -12.828995 -14.849555 16.790614 -0.48 -0.05 0.15 0.114
H -12.730582 -16.592780 16.992866 -0.15 0.07 -0.07 0.104
H -14.335065 -15.991822 18.678445 -0.12 0.23 0.04 0.122
H -13.346314 -14.557928 19.107062 -0.15 -0.12 0.51 0.121
H -14.386265 -16.045670 21.100327 -0.02 -0.05 -0.13 0.094
H -12.943375 -14.998434 21.331017 -0.38 0.18 -0.35 0.081
H -12.943586 -16.503952 22.053081 -0.39 -0.56 -0.21 0.075
H -13.962294 -18.122107 20.207494 -0.14 0.02 -0.13 0.083
H -12.442189 -18.757061 20.045836 0.61 0.18 -0.54 0.083
H -13.442081 -18.192450 18.604365 0.73 -0.04 -0.26 0.075
H -10.691407 -16.621553 21.643233 0.21 -0.54 0.46 0.067
C -6.368684 -18.089733 20.123306 0.68 -0.12 0.19 -0.018
C -5.139939 -18.348851 19.190800 -0.10 0.97 0.38 -0.466
C -4.291133 -17.067621 19.277232 0.38 0.85 0.00 -0.051
C -4.249485 -19.501274 19.706966 -1.36 -0.22 -0.56 -0.120
C -4.737645 -20.827582 19.170167 0.65 -1.36 -0.45 -0.179
C -4.906237 -20.827989 17.654862 -0.33 -0.90 0.02 -0.138
C -5.891942 -19.785775 17.168071 -0.44 0.16 -1.49 -0.517
C -5.739460 -19.592691 15.636585 1.26 0.41 0.59 -0.031
C -7.346360 -20.247626 17.421076 -0.17 1.53 1.46 -0.014
N -5.509244 -18.513497 17.775312 1.13 -0.35 0.31 -0.108
O -6.144556 -17.366101 17.278542 -0.77 -0.41 0.09 -0.011
H -7.260760 -18.673332 19.896743 0.00 0.10 -0.12 0.061
H -6.092515 -18.312464 21.156631 -0.03 -0.08 0.01 0.082
H -6.564188 -17.020003 20.110916 -0.39 -0.07 -0.13 0.047
H -4.860948 -16.157252 19.080223 -0.25 -0.19 0.03 0.073
H -3.834564 -16.923089 20.260942 -0.22 -0.29 0.16 0.088
H -3.460088 -17.000851 18.570334 -0.09 -0.58 -0.14 0.089
H -3.219666 -19.309355 19.409186 0.06 -0.11 0.11 0.121
H -4.369652 -19.573049 20.788338 0.49 0.45 0.08 0.111
H -3.992712 -21.597943 19.403378 0.10 0.07 0.03 0.116
H -5.621644 -21.227209 19.665510 -0.26 0.54 -0.04 0.075
H -5.339649 -21.766940 17.290995 0.10 -0.20 0.38 0.121
H -3.923527 -20.827490 17.176389 -0.03 0.74 -0.10 0.123
H -4.691151 -19.292378 15.533367 -0.04 -0.05 -0.39 0.086
H -6.317373 -18.749939 15.264959 -0.29 -0.21 0.02 0.073
H -5.892277 -20.490169 15.040434 -0.27 -0.11 0.18 0.084
H -8.029946 -19.512561 16.987313 -0.01 -0.26 -0.39 0.058
H -7.536066 -20.103620 18.492121 -0.11 -0.57 -0.01 0.052
H -7.651048 -21.251013 17.140708 0.36 -0.06 -0.26 0.091
H -7.082656 -17.447164 17.533508 0.16 0.16 -0.01 0.074
C -11.912339 -14.317860 24.277633 0.10 -0.57 -1.16 -0.037
C -10.492962 -13.808305 24.538847 -0.31 0.81 0.70 -0.506
C -10.539583 -12.234449 24.613440 0.95 -0.98 -1.01 -0.003
C -10.114479 -14.393931 25.901195 1.27 0.28 0.19 -0.153
C -8.656181 -14.130680 26.261663 -1.18 0.74 0.08 -0.192
C -7.754548 -14.712212 25.196788 1.55 0.52 1.67 -0.144
C -8.096342 -14.327045 23.741666 -0.05 -0.60 0.54 -0.489
C -7.414237 -12.992545 23.406607 1.00 -0.38 0.93 -0.027
C -7.488025 -15.421847 22.859680 0.79 -0.32 -1.28 -0.050
N -9.552157 -14.328021 23.555731 -0.11 -0.91 0.53 -0.094
O -9.878443 -14.025794 22.189871 0.16 -0.30 0.85 -0.002
H -12.365977 -13.800303 23.429870 -0.26 0.34 0.38 0.072
H -11.928165 -15.357668 23.931918 0.42 -0.12 0.27 0.069
H -12.510804 -14.311126 25.185580 -0.15 0.48 -0.08 0.088
H -9.542827 -11.832006 24.420931 0.05 -0.05 0.23 0.061
H -11.112781 -11.939689 23.734899 -0.39 0.48 0.40 0.077
H -10.862793 -11.842366 25.573634 -0.51 -0.01 -0.14 0.082
H -10.663992 -13.873693 26.687871 -0.70 -0.54 -0.18 0.120
H -10.225858 -15.481029 25.866745 -0.56 0.05 0.23 0.120
H -8.568537 -13.041047 26.386349 0.33 0.03 -0.62 0.110
H -8.496918 -14.419021 27.304732 0.42 -0.77 -0.29 0.115
H -7.490081 -15.754531 25.404141 -1.10 -0.40 -0.55 0.116
H -6.766560 -14.324714 25.496446 0.11 0.38 -0.86 0.120
H -7.894313 -12.381081 22.650524 -0.10 -0.07 0.00 0.085
H -6.387044 -13.242459 23.124208 -0.08 0.15 -0.46 0.085
H -7.231062 -12.477578 24.353196 -0.53 0.58 -0.21 0.076
H -8.013901 -16.366164 22.685466 -0.76 0.37 0.26 0.068
H -6.524280 -15.816185 23.200051 0.08 0.59 0.42 0.091
H -7.258579 -14.989864 21.879470 -0.16 -0.18 -0.11 0.079
H -9.764954 -14.931968 21.879985 -0.23 0.38 -0.93 0.054
C -17.259406 -23.465302 16.019364 -1.62 0.82 -0.20 -0.028
C -15.748290 -23.544109 15.749503 -0.76 -0.78 0.03 -0.500
C -15.547443 -24.521429 14.559803 -0.30 -0.39 1.20 -0.034
C -15.195484 -22.209929 15.324792 -0.43 1.84 -0.37 -0.170
C -15.210972 -21.169449 16.423190 -0.41 -1.21 1.69 -0.180
C -14.319483 -21.740355 17.564130 -0.42 1.53 -1.92 -0.145
C -14.698836 -23.107243 18.074320 -0.08 -0.15 0.01 -0.508
C -13.471062 -23.677130 18.832489 -0.75 -0.34 1.62 -0.016
C -15.881820 -22.985859 19.036902 -0.06 -0.59 1.43 -0.046
N -15.001907 -23.988818 16.942775 1.43 0.55 -1.41 -0.122
O -15.190004 -25.334749 17.302594 -0.50 0.14 0.09 -0.006
H -17.878607 -24.201074 15.497801 0.48 -0.64 0.39 0.077
H -17.532469 -23.429834 17.072840 0.22 -0.47 0.02 0.067
H -17.787520 -22.577159 15.638305 0.75 0.38 -0.11 0.082
H -16.075781 -25.451667 14.784621 0.37 -0.15 0.16 0.075
H -16.056788 -24.184478 13.658535 0.40 0.50 -0.07 0.088
H -14.479426 -24.704244 14.447646 -0.03 -0.03 -0.45 0.085
H -14.175978 -22.274827 14.935912 -0.08 -0.27 -0.14 0.125
H -15.859894 -21.759719 14.577576 0.25 -0.64 -0.52 0.124
H -14.876522 -20.177863 16.123733 0.19 -0.09 -0.16 0.109
H -16.231657 -21.056513 16.809309 -0.06 0.10 -0.19 0.104
H -14.364799 -20.995653 18.360695 0.69 -0.29 0.27 0.118
H -13.382357 -21.775362 16.998714 0.58 -0.06 0.98 0.121
H -13.013837 -24.566739 18.408344 0.19 0.36 -0.48 0.076
H -13.801159 -24.019944 19.822641 -0.20 -0.25 -0.17 0.075
H -12.755711 -22.918331 19.152571 0.20 0.12 -0.75 0.080
H -16.694437 -22.285609 18.842569 0.03 -0.19 -0.77 0.076
H -15.572742 -22.684329 20.045232 0.42 0.08 -0.16 0.081
H -16.245285 -24.006781 19.192986 -0.42 0.18 -0.13 0.088
H -14.467154 -25.790184 16.854493 -0.06 -0.01 0.13 0.102

[2]
17
Properties=species:S:1:pos:R:3:forces:R:3:lowdin_charge:R:1 method="wB97M-V/def2-TZVPD" gap_ev=9.1272 homo_energy_ev=-8.2 energy_ha=-346.8506 e_above_lowest_kcal_mol=109.7
C -1.063246 1.965711 0.057348 -0.01 0.05 0.03 -0.027
C -0.684969 0.497633 -0.042129 -0.16 0.05 0.13 -0.411
O 0.337535 0.361728 -1.040360 0.01 0.01 -0.07 -0.137
C 0.553122 -1.031808 -1.183207 0.02 -0.20 -0.06 -0.236
C 0.636770 -1.719902 0.175713 0.14 -0.01 -0.10 -0.052
C -0.151431 -0.046111 1.262610 -0.04 -0.01 -0.22 -0.164
O 1.024755 0.516727 1.601216 0.10 0.08 -0.10 -0.015
H -1.437195 2.317244 -0.907968 0.05 -0.06 0.13 0.086
H -0.196686 2.574030 0.334636 -0.11 -0.08 -0.03 0.084
H -1.838810 2.107327 0.814963 0.11 -0.03 -0.11 0.089
H -1.559893 -0.098335 -0.345209 0.12 0.04 0.04 0.150
H 1.477829 -1.151785 -1.755900 -0.12 -0.01 0.08 0.124
H -0.272902 -1.464614 -1.767804 0.10 0.06 0.08 0.120
H 0.232794 -2.737487 0.150953 0.02 0.15 0.03 0.097
H 1.632180 -1.710029 0.624241 -0.16 0.03 -0.05 0.096
H -0.121023 -1.283003 1.221566 -0.05 -0.06 0.03 0.083
H 1.431171 0.902674 0.799332 -0.01 -0.01 0.19 0.113